(1)
{"formula": "C38H106BF3N6O18V", "method": "the ωB97M-V functional and the def2-TZVPD basis", "multiplicity": 4, "lumo_ha": [-0.0227, -0.0263], "s_squared": 3.7560, "homo_ev": [-8.350, -8.630], "homo_lumo_gap_ev": [7.73, 7.91], "e_tot_ha": -4462.46500, "elements": ["V", "C", "O", "O", "C", "F", "F", "F", "C", "C", "H", "H", "H", "H", "H", "H", "B", "H", "H", "H", "H", "C", "C", "O", "O", "H", "H", "H", "H", "H", "H", "C", "C", "O", "O", "H", "H", "H", "H", "H", "H", "C", "C", "O", "O", "H", "H", "H", "H", "H", "H", "C", "C", "O", "O", "H", "H", "H", "H", "H", "H", "C", "C", "O", "O", "H", "H", "H", "H", "H", "H", "C", "C", "C", "O", "C", "N", "H", "H", "H", "H", "H", "H", "H", "H", "H", "H", "H", "C", "C", "C", "O", "C", "N", "H", "H", "H", "H", "H", "H", "H", "H", "H", "H", "H", "C", "C", "C", "O", "C", "N", "H", "H", "H", "H", "H", "H", "H", "H", "H", "H", "H", "C", "C", "C", "O", "C", "N", "H", "H", "H", "H", "H", "H", "H", "H", "H", "H", "H", "C", "C", "C", "O", "C", "N", "H", "H", "H", "H", "H", "H", "H", "H", "H", "H", "H", "C", "C", "C", "O", "C", "N", "H", "H", "H", "H", "H", "H", "H", "H", "H", "H", "H"], "xyz": [[-3.3203, -0.8927, -2.5317], [-1.2358, -1.5693, -0.6951], [-1.4467, -0.2273, -1.1149], [-2.2415, -2.3073, -1.2101], [0.2095, -1.9871, -1.0438], [1.0611, -1.5813, -0.0841], [0.3330, -3.3122, -1.1529], [0.6647, -1.4665, -2.1945], [-0.8215, 0.8084, -0.3746], [-1.2442, 2.1606, -0.9507], [-2.0229, 2.6400, -0.3530], [-0.3886, 2.8382, -0.9536], [-1.5844, 2.0732, -1.9810], [0.2695, 0.7664, -0.4376], [-1.0972, 0.7321, 0.6826], [-1.3023, -1.5905, 0.4120], [-1.9032, 0.1106, -4.1080], [-1.0663, 0.9432, -4.0368], [-2.0417, -0.2864, -5.2156], [-1.6036, -0.8619, -3.5141], [-2.8908, 0.5701, -3.6901], [-3.4030, -5.5356, -1.5937], [-4.3354, -5.9275, -2.7174], [-4.1125, -7.2835, -3.1357], [-2.1257, -5.2338, -2.1568], [-3.2637, -6.3615, -0.8926], [-3.8301, -4.6923, -1.0411], [-4.2373, -5.3011, -3.6088], [-5.3793, -5.8753, -2.3940], [-3.1665, -7.3284, -3.3185], [-1.9047, -4.3199, -1.9210], [-4.7702, 0.4198, -0.2372], [-5.7426, -0.6852, -0.5644], [-5.1759, -1.7024, -1.4150], [-4.1439, 0.9012, -1.4453], [-3.9497, 0.0837, 0.3989], [-5.3120, 1.2155, 0.2730], [-6.6125, -0.2458, -1.0680], [-6.1138, -1.1544, 0.3504], [-5.8800, -2.3531, -1.4899], [-4.6762, 1.6369, -1.7655], [3.5291, -1.4743, -2.5328], [3.5792, -0.0859, -1.9400], [4.1380, -0.1029, -0.6330], [4.8510, -1.9110, -2.8347], [2.8852, -1.5048, -3.4166], [3.0337, -2.1420, -1.8210], [2.5831, 0.3446, -1.9205], [4.2606, 0.4861, -2.5811], [5.0675, -0.3423, -0.6906], [4.8492, -2.8686, -2.7581], [3.7695, 0.9417, 4.0283], [3.7967, 0.9351, 2.5130], [2.9249, -0.0168, 1.9224], [4.2583, -0.2112, 4.6636], [2.6890, 1.0300, 4.2436], [4.2075, 1.8832, 4.3533], [4.8157, 0.7403, 2.1415], [3.5796, 1.9398, 2.1286], [3.2060, -0.1254, 1.0016], [3.8198, -1.0314, 4.3482], [1.7091, -0.3826, -6.2286], [1.8762, 0.6567, -5.1387], [1.2227, 1.8868, -5.4802], [0.3136, -0.6206, -6.4504], [2.2237, -1.3086, -5.9536], [2.1599, -0.0015, -7.1548], [2.9354, 0.8598, -4.9614], [1.3921, 0.2622, -4.2424], [1.9364, 2.4803, -5.7288], [0.2921, -1.5576, -6.6657], [3.0446, -4.3294, 1.9505], [3.6712, -3.6099, 3.1504], [4.9823, -2.9430, 2.7542], [5.9250, -3.9257, 2.4198], [7.1821, -3.3742, 2.1370], [2.7627, -2.5806, 3.7075], [3.8665, -4.7294, 1.3435], [2.4607, -3.6552, 1.3215], [2.4134, -5.1922, 2.1716], [3.9068, -4.3702, 3.9005], [5.3254, -2.3147, 3.5819], [4.7434, -2.2927, 1.8950], [7.6366, -2.8484, 2.9873], [7.0855, -2.6201, 1.3414], [7.8744, -4.1496, 1.8191], [1.8689, -3.0587, 3.8039], [2.5604, -1.9067, 2.9664], [3.3598, 4.8208, 4.5939], [1.9166, 5.2885, 4.4433], [0.9419, 4.1301, 4.2907], [1.2996, 3.2007, 3.2868], [0.8640, 3.6505, 2.0226], [1.4576, 6.1270, 5.5328], [3.4577, 4.0992, 5.4128], [4.0279, 5.6536, 4.8192], [3.7533, 4.3195, 3.7060], [1.8703, 5.8754, 3.5191], [-0.0828, 4.4939, 4.1537], [0.9269, 3.5726, 5.2358], [1.1895, 2.9651, 1.2413], [1.2334, 4.6568, 1.7928], [-0.2324, 3.7153, 2.0088], [2.0791, 6.9152, 5.6752], [1.4385, 5.6772, 6.4420], [-5.3418, 3.1426, -6.1752], [-3.8298, 2.9601, -6.3310], [-3.0937, 3.5126, -5.1291], [-1.7121, 3.3821, -5.2969], [-1.0064, 4.3392, -4.5450], [-3.4944, 1.5167, -6.5005], [-5.5715, 4.2081, -6.0097], [-5.7530, 2.6445, -5.2962], [-5.8528, 2.9000, -7.1047], [-3.4952, 3.4045, -7.2705], [-3.4346, 2.9214, -4.2551], [-3.4192, 4.5357, -4.8997], [-1.1390, 5.3548, -4.9346], [0.0578, 4.1056, -4.5725], [-1.3003, 4.2808, -3.4876], [-3.8709, 1.2196, -7.3983], [-4.0913, 1.0135, -5.8465], [-3.9520, -1.5546, 4.5604], [-2.8229, -1.4984, 5.5857], [-1.7808, -0.4507, 5.2028], [-1.1876, -0.8314, 3.9924], [-0.3402, 0.1628, 3.4613], [-3.3553, -1.1704, 6.9272], [-4.5056, -0.6161, 4.5118], [-4.6258, -2.3853, 4.7701], [-3.4986, -1.7277, 3.5814], [-2.3581, -2.4901, 5.6224], [-1.0242, -0.4312, 5.9994], [-2.3122, 0.5076, 5.1394], [-0.8632, 1.1253, 3.4027], [-0.0023, -0.1527, 2.4753], [0.5653, 0.3063, 4.0625], [-3.7569, -2.0170, 7.3120], [-2.5737, -0.9211, 7.5251], [0.6134, 9.6060, 0.0382], [1.4708, 8.3372, 0.0344], [0.7028, 7.1747, -0.5580], [-0.4434, 6.9593, 0.2365], [-1.1147, 5.7644, -0.1082], [2.7226, 8.6511, -0.6824], [-0.3283, 9.4963, 0.5661], [0.3918, 9.8740, -1.0043], [1.2049, 10.4485, 0.3991], [1.7347, 8.1302, 1.0755], [1.3019, 6.2519, -0.5921], [0.4434, 7.4104, -1.6030], [-1.5003, 5.8557, -1.1301], [-1.9735, 5.6873, 0.5592], [-0.4800, 4.8865, 0.0190], [2.5265, 9.3713, -1.3692], [3.0390, 7.8441, -1.2114], [-0.6371, -8.9007, -0.1290], [0.3476, -8.2869, 0.8554], [-0.3687, -7.5969, 2.0069], [-1.3454, -6.6783, 1.5990], [-0.8176, -5.4697, 1.0940], [1.1574, -9.3787, 1.4237], [-1.3073, -9.5981, 0.3817], [-0.1407, -9.4486, -0.9306], [-1.3001, -8.1459, -0.5557], [0.9712, -7.5648, 0.3126], [0.3926, -7.1548, 2.6730], [-0.8689, -8.3302, 2.6431], [-1.6054, -4.7291, 0.9592], [-0.3396, -5.6286, 0.1237], [-0.1036, -5.0522, 1.8147], [1.9303, -8.9875, 1.9525], [1.5586, -9.9329, 0.6776]], "forces_ev_per_angstrom": [[1.395, -0.687, 0.838], [-1.090, 0.062, 0.876], [0.268, 0.298, 0.311], [-0.222, 0.431, -1.264], [-0.138, -0.133, -0.525], [0.139, 0.053, 0.283], [-0.038, -0.287, 0.160], [-0.231, 0.144, -0.104], [0.054, 0.641, -0.153], [0.029, 0.188, 0.217], [-0.087, -0.084, -0.071], [-0.018, -0.017, -0.008], [0.039, -0.168, -0.030], [-0.017, -0.419, -0.016], [0.036, -0.099, 0.009], [0.397, 0.031, 0.038], [0.951, -0.289, -1.577], [0.284, 0.248, 0.169], [-0.266, 0.002, -0.378], [0.157, -1.035, 1.138], [-1.923, 0.773, 0.546], [0.281, 0.338, -0.454], [-0.455, -0.916, -0.102], [0.102, 0.363, 0.155], [-0.059, 0.198, 0.279], [-0.282, -0.107, 0.002], [0.234, 0.152, -0.031], [0.194, 0.423, 0.284], [0.036, -0.133, 0.058], [-0.016, -0.165, -0.085], [-0.010, 0.095, 0.023], [0.528, -0.435, -0.071], [-0.704, -0.006, 0.082], [0.038, 0.867, 0.318], [-0.435, -0.275, 0.414], [-0.073, -0.100, -0.010], [0.060, 0.060, 0.010], [0.072, -0.026, -0.085], [0.173, 0.089, 0.099], [0.346, -0.335, -0.433], [0.221, -0.036, -0.462], [-0.635, -0.328, 0.134], [0.965, -0.523, -0.633], [-0.333, 0.176, 0.391], [-0.125, 0.055, 0.221], [0.173, 0.245, -0.183], [0.261, -0.028, 0.137], [0.020, 0.152, 0.205], [-0.379, 0.318, -0.078], [-0.009, -0.111, -0.126], [0.182, -0.006, -0.067], [-2.163, -0.548, -0.892], [1.266, 0.213, -0.796], [-0.341, -0.110, 0.490], [0.877, 0.096, 0.038], [0.141, 0.218, 0.239], [0.551, -0.371, 0.405], [0.055, -0.123, 0.282], [-0.315, 0.076, 0.286], [0.042, -0.029, -0.055], [-0.276, 0.602, 0.199], [-0.224, 0.561, -0.358], [-0.548, 0.003, -0.116], [0.511, -0.205, 0.128], [0.932, -0.420, 0.096], [0.071, 0.047, 0.121], [0.054, -0.061, 0.018], [0.069, -0.292, 0.146], [0.064, 0.156, 0.122], [-0.217, 0.175, -0.161], [-0.550, 0.047, -0.067], [0.657, -0.343, -0.558], [-0.329, -0.155, -0.337], [-0.758, 0.169, 0.080], [0.171, -0.273, 0.117], [0.208, 0.667, -0.260], [-0.028, -0.548, -0.280], [-0.167, 0.011, -0.067], [0.059, 0.180, 0.026], [-0.076, 0.154, 0.409], [-0.097, 0.252, 0.241], [0.167, 0.001, -0.030], [0.347, 0.083, -0.034], [-0.220, -0.144, 0.175], [0.116, -0.141, -0.087], [-0.185, -0.166, -0.046], [-0.022, 0.206, 0.498], [0.218, 0.095, -0.093], [0.278, -0.481, 0.161], [0.409, -0.057, -0.389], [-0.031, -0.438, 0.749], [-0.023, 0.209, -0.258], [-0.271, 0.211, -0.018], [-0.204, 0.626, 0.366], [-0.096, 0.074, 0.050], [-0.100, 0.107, -0.039], [-0.189, 0.071, -0.080], [-0.105, 0.214, 0.144], [0.063, 0.146, -0.187], [0.109, -0.065, -0.055], [0.114, -0.140, 0.161], [0.121, -0.047, -0.041], [-0.012, -0.101, -0.064], [-0.055, 0.070, -0.274], [-0.010, -0.473, -0.221], [0.216, 1.584, -0.056], [-0.348, -1.286, -0.378], [-0.357, -0.504, 0.152], [0.071, 0.616, -0.081], [0.291, -0.334, 0.294], [-0.748, 0.553, -0.006], [0.047, -0.088, -0.042], [0.040, -0.447, -0.195], [-0.146, -0.457, 0.171], [0.068, 0.498, 0.250], [0.186, -0.053, 0.023], [0.226, 0.188, -0.332], [-0.206, 0.038, 0.087], [-0.077, -0.196, -0.209], [-0.082, 0.239, 0.002], [0.232, 0.093, -0.122], [0.412, -0.189, 0.227], [0.464, -0.111, -0.192], [-0.402, -0.055, 0.226], [-0.356, -0.790, 0.432], [-0.081, 0.072, -0.316], [0.295, 0.119, 0.091], [0.222, 0.080, -0.433], [-0.052, 0.004, 0.206], [-0.128, 0.093, 0.041], [-0.098, -0.073, -0.023], [0.282, 0.090, -0.266], [0.046, 0.343, -0.016], [0.284, 0.194, -0.081], [0.039, 0.014, -0.118], [-0.121, -0.030, -0.007], [-0.114, -0.013, 0.134], [-0.102, 0.111, 0.146], [-0.092, -0.063, 0.133], [0.328, 0.056, -0.713], [0.180, 0.862, 0.209], [0.035, -0.102, 0.017], [0.101, -0.252, 0.001], [-0.406, 0.681, 0.063], [-0.381, -0.311, -0.185], [0.089, 0.011, 0.187], [-0.195, -0.163, 0.034], [-0.123, -0.080, 0.399], [-0.088, -0.324, -0.027], [0.159, 0.081, 0.106], [-0.176, 0.020, 0.047], [0.122, -0.353, -0.096], [0.056, -0.086, 0.042], [0.061, -0.014, -0.188], [0.087, -0.019, -0.040], [0.142, 0.007, 0.119], [-0.585, 0.084, 0.170], [-0.067, -0.704, -0.331], [0.246, -0.235, 0.351], [-0.338, 0.367, 0.147], [0.319, 0.017, 0.011], [0.031, 0.370, 0.133], [0.187, -0.080, 0.116], [0.099, 0.113, -0.037], [0.233, 0.084, -0.139], [-0.032, 0.100, 0.060], [-0.095, 0.369, -0.146], [-0.111, -0.195, -0.314], [-0.239, -0.241, 0.026], [0.099, 0.130, 0.035], [0.134, 0.021, -0.135], [0.031, -0.121, 0.006], [0.036, 0.003, -0.001]], "mulliken_spin": [2.950, -0.020, -0.117, 0.066, 0.007, -0.001, 0.000, -0.003, -0.011, 0.013, 0.003, 0.000, 0.006, 0.000, 0.000, -0.007, -0.086, 0.012, 0.000, 0.009, 0.103, 0.002, 0.000, 0.000, 0.001, -0.001, 0.001, 0.000, 0.001, 0.000, 0.006, 0.005, 0.008, 0.016, 0.014, 0.001, 0.002, -0.008, 0.002, 0.004, 0.010, 0.000, 0.000, 0.000, 0.000, 0.000, 0.000, 0.000, 0.000, 0.000, 0.000, 0.000, 0.000, 0.000, 0.000, 0.000, 0.000, 0.000, 0.000, 0.000, 0.000, 0.000, 0.001, -0.001, 0.000, 0.000, 0.000, 0.000, 0.000, 0.000, 0.000, 0.000, 0.000, 0.000, 0.000, 0.000, 0.000, 0.000, 0.000, 0.000, 0.000, 0.000, 0.000, 0.000, 0.000, 0.000, 0.000, 0.000, 0.000, 0.000, 0.000, 0.000, 0.000, 0.000, 0.000, 0.000, 0.000, 0.000, 0.000, 0.000, 0.001, 0.000, 0.000, 0.000, 0.000, -0.001, 0.003, 0.003, -0.002, 0.000, 0.000, 0.000, 0.001, 0.000, 0.000, 0.008, 0.000, 0.000, 0.000, -0.001, 0.001, 0.003, 0.000, 0.000, 0.000, 0.000, 0.000, 0.000, 0.000, 0.000, 0.000, 0.000, 0.000, 0.000, 0.000, 0.001, 0.000, 0.000, 0.000, 0.000, 0.000, 0.000, 0.000, 0.000, 0.000, 0.000, 0.000, 0.000, 0.000, 0.000, 0.000, 0.000, 0.000, 0.000, 0.000, 0.000, 0.000, 0.000, 0.000, 0.000, -0.001, 0.000, 0.000, 0.000, 0.000, 0.000, 0.000, 0.000, 0.000, 0.000, 0.000, 0.000, 0.000]}

***

(2)
{"formula": "C14H32EuN4OP2S", "method": "the ωB97M-V functional and the def2-TZVPD basis", "multiplicity": 9, "lumo_ha": [-0.0857, -0.1803], "s_squared": 20.0440, "charge": 1, "homo_ev": [-9.411, -10.738], "homo_lumo_gap_ev": [7.08, 5.83], "e_tot_ha": -2637.83067, "elements": ["Eu", "P", "P", "N", "N", "H", "H", "H", "C", "H", "C", "H", "H", "C", "C", "H", "C", "H", "H", "H", "H", "H", "O", "C", "C", "C", "H", "H", "H", "H", "H", "H", "H", "C", "H", "C", "N", "C", "C", "S", "N", "C", "C", "H", "H", "H", "H", "H", "H", "H", "H", "H", "H", "H", "H"], "xyz": [[-0.8243, -0.4554, 0.5010], [0.4353, -3.1898, 0.0300], [-1.1682, 1.9255, 2.3194], [-0.7265, -0.9265, -1.8916], [-1.5458, 1.4665, -0.8348], [-1.2944, -0.1385, -3.8012], [-1.2914, 2.2824, -2.7892], [0.1998, 0.5687, -3.0632], [-0.8195, 0.2003, -2.8611], [-2.7082, 1.1962, -2.6001], [-1.6482, 1.3525, -2.3009], [-1.3110, -2.3415, -3.3037], [-2.5811, 3.2938, -0.9393], [-0.9584, -2.1324, -2.2709], [-2.0681, 2.5572, -0.2806], [0.0172, -4.0328, -2.2104], [-0.5941, -3.4026, -1.5426], [-1.5190, -3.9545, -1.3228], [-2.3522, 1.4416, 2.9903], [-0.9240, 3.0151, 3.2031], [-0.3796, -4.0623, 0.7988], [1.3333, -4.2282, -0.3013], [-2.6370, -1.7189, 0.5529], [-3.5605, -1.6294, -0.4877], [-4.2539, -2.9469, -0.7498], [-4.5786, -0.5452, -0.1871], [-2.9288, -1.4196, -1.4369], [-3.5700, -3.6717, -1.1887], [-4.6421, -3.3524, 0.1888], [-5.0898, -2.8237, -1.4419], [-4.1253, 0.4453, -0.1050], [-5.3587, -0.4951, -0.9503], [-5.0811, -0.7506, 0.7706], [-2.0499, 2.8800, 1.0813], [-2.6014, 3.7856, 1.3449], [3.8494, -1.4429, 1.0189], [4.0157, -0.0079, 1.2617], [5.4117, 0.4640, 1.2405], [3.0436, 0.8385, 0.7771], [1.8907, 0.3314, -0.3739], [3.0891, 2.1225, 1.2119], [3.7048, 2.4526, 2.5017], [2.1380, 3.0968, 0.6872], [4.6961, -1.9490, 1.4975], [3.8414, -1.6662, -0.0578], [2.9051, -1.7796, 1.4593], [5.5867, 1.2277, 0.4689], [5.7001, 0.8570, 2.2236], [6.0432, -0.4082, 1.0327], [4.6309, 3.0229, 2.3371], [3.0131, 3.0788, 3.0785], [3.9223, 1.5398, 3.0673], [2.0771, 2.9768, -0.4029], [1.1310, 2.9567, 1.1181], [2.5155, 4.0955, 0.9325]], "forces_ev_per_angstrom": [[0.583, -0.689, 1.462], [-0.862, -0.998, -0.281], [-0.596, 0.207, 0.883], [0.457, -1.012, -1.248], [-0.558, 1.450, -0.185], [0.388, 0.153, 0.235], [-0.354, -0.292, 0.303], [-0.271, -0.432, 0.124], [-0.271, -0.775, 0.248], [0.429, 0.200, 0.425], [-0.376, 0.342, -0.023], [-0.011, 0.318, 0.385], [0.306, -0.466, 0.332], [1.024, 0.631, -1.065], [-0.225, 0.061, -1.091], [-0.446, 0.368, -0.058], [-0.082, 0.382, 0.418], [0.332, 0.103, -0.031], [0.484, 0.234, -0.084], [-0.007, -0.386, -0.067], [0.194, 0.205, 0.074], [0.252, 0.271, 0.147], [0.178, -0.083, 0.045], [1.078, 0.037, -0.658], [-0.343, -0.287, 0.048], [-0.440, 0.192, -0.066], [-1.699, 0.243, 0.908], [-0.005, -0.120, 0.084], [0.041, 0.002, -0.056], [0.014, -0.031, -0.035], [0.111, 0.014, -0.003], [0.025, 0.063, -0.063], [0.244, -0.083, -0.219], [-0.256, 0.243, -0.795], [0.270, -0.269, 0.048], [0.078, 0.061, -0.038], [-0.404, 0.330, -0.657], [0.216, -0.148, 0.392], [0.239, 0.183, 0.062], [0.506, 0.080, 0.252], [-0.345, -0.749, 0.186], [0.180, 0.273, -0.071], [0.245, 0.093, -0.285], [-0.371, 0.024, -0.067], [0.018, -0.031, 0.255], [0.263, -0.011, -0.125], [-0.166, -0.220, 0.231], [0.124, -0.043, -0.349], [-0.101, 0.369, -0.031], [-0.212, -0.177, 0.205], [0.115, -0.164, -0.144], [-0.141, 0.318, -0.172], [-0.069, 0.163, 0.419], [0.364, 0.040, -0.140], [-0.149, -0.188, -0.062]], "mulliken_spin": [7.000, 0.008, 0.032, -0.011, 0.473, 0.001, 0.022, 0.001, 0.015, 0.023, -0.064, -0.002, 0.013, 0.002, -0.077, 0.000, 0.006, 0.000, 0.041, 0.010, 0.000, -0.001, -0.015, -0.012, -0.003, 0.002, 0.009, 0.000, 0.000, 0.000, 0.000, 0.001, 0.001, 0.513, 0.007, -0.001, -0.001, 0.000, 0.003, 0.009, 0.001, 0.001, -0.021, 0.000, 0.000, 0.001, 0.000, 0.000, 0.000, 0.000, 0.000, 0.000, -0.001, 0.017, -0.001]}